No. 1
Entry from OMol25: a 7-piece molecular cluster, C31H67N3O12P2S6 overall at a distorted geometry (ωB97M-V/def2-TZVPD).

The geometry in XYZ format:
```
121
Properties=species:S:1:pos:R:3:forces:R:3:lowdin_charge:R:1
S 2.064 -7.158 -2.385 0.2 0.2 -0.1 0.83
H 5.323 -4.428 -6.856 -0.7 1.8 1.4 0.13
H 4.064 -2.825 -3.529 -1.4 -1.1 -1.4 0.12
C 6.126 1.533 -0.866 0.0 -0.1 0.1 -0.26
C -1.570 0.691 -3.535 -1.5 -2.0 2.2 -0.04
H -2.698 2.526 8.926 0.1 0.1 -0.1 0.05
H 5.922 1.649 0.201 -0.1 0.0 -0.1 0.06
O -6.940 1.151 1.703 0.0 0.4 0.2 -0.56
S -0.919 3.192 7.473 0.0 -0.2 -0.1 0.83
O 0.738 3.595 3.116 0.5 -0.4 0.2 -0.57
S -2.515 -0.999 9.800 0.4 -0.1 0.2 0.79
O -4.821 -0.210 0.194 -0.4 -2.2 -0.9 -0.40
C -2.933 -2.738 9.527 0.0 -0.1 0.1 -0.28
H 2.012 0.431 4.250 0.0 0.1 -0.1 0.05
C -4.054 1.469 -2.448 0.7 0.5 -0.5 -0.14
H 0.531 4.873 -0.566 -1.0 -2.2 0.4 0.08
C 3.190 -3.385 -4.066 -1.3 -0.3 0.8 -0.15
C -4.422 -3.087 0.207 0.4 -0.8 0.8 -0.33
C -1.180 -0.937 8.581 0.1 0.0 0.1 -0.27
C -2.980 -1.206 -1.923 4.8 0.8 -1.6 -0.21
H 4.904 -2.589 -6.910 0.4 -1.7 1.9 0.09
P -4.571 -1.561 -0.931 -0.8 0.8 0.3 0.88
H -4.250 2.602 -0.442 1.4 0.2 -2.1 0.10
O 3.534 1.972 -1.356 0.6 0.1 -0.2 -0.56
H -3.732 -3.016 10.218 0.1 0.1 -0.1 0.05
C 0.653 3.807 8.125 0.1 -0.1 0.0 -0.26
C -0.354 -1.851 -3.056 -1.1 0.3 0.5 -0.07
H -2.016 4.786 -0.702 0.9 -2.1 -0.7 0.12
H -2.168 2.981 -3.839 1.5 -1.8 -0.5 0.09
C 3.495 -3.870 -5.599 -0.1 0.3 -0.7 -0.17
H -3.279 -2.873 8.500 0.0 0.1 0.1 0.05
H -3.346 -3.258 0.652 -2.2 0.2 -0.9 0.05
H 3.063 3.322 4.775 -0.1 0.0 -0.1 0.05
C 1.949 -0.916 -4.654 -3.6 0.8 2.5 -0.26
C 1.868 -2.372 -3.932 -1.3 0.0 0.6 -0.13
H -4.532 1.871 3.274 -0.1 0.1 -0.1 0.06
H 6.081 0.473 -1.129 -0.1 0.2 -0.1 0.05
H 4.217 0.194 -3.629 1.3 -0.2 -1.3 0.04
S 4.883 2.420 -1.834 -0.3 0.0 0.3 0.79
O 4.749 -0.012 -4.471 -3.8 0.3 0.6 -0.36
C 0.054 3.800 -0.370 -0.4 0.5 -0.7 -0.09
P 3.525 -0.374 -5.660 0.2 0.7 -0.9 0.96
H -5.785 -0.317 0.482 1.6 0.6 -0.5 0.03
H 0.402 -6.228 -3.834 0.1 -0.1 0.1 0.05
O 3.195 -6.284 -2.840 -0.4 -0.6 0.1 -0.57
H 1.765 -9.544 -2.341 0.0 0.1 0.0 0.05
C -3.577 2.700 -1.422 -1.1 -0.2 1.0 -0.20
H 5.061 4.003 -0.023 0.0 -0.1 -0.1 0.05
H 1.327 3.995 7.286 -0.2 0.0 0.0 0.04
H -3.993 1.964 -5.646 1.1 -1.0 -0.3 0.06
H -1.184 4.114 -2.259 -0.8 -0.8 2.1 0.10
H 1.099 3.062 8.788 -0.1 0.0 -0.1 0.06
H -5.197 -2.949 1.094 1.6 -0.1 -1.9 0.06
C -2.878 0.308 -2.625 3.2 -1.0 -1.7 -0.07
H 6.498 -1.374 -6.051 0.5 -1.8 1.1 0.07
H 7.451 -1.787 -4.478 -1.4 -1.4 -1.9 0.11
H -8.151 3.144 3.374 0.1 0.0 -0.1 0.06
H 1.339 -7.500 -4.660 0.1 0.0 0.1 0.06
H 7.870 -2.683 -6.096 -1.8 0.7 1.2 0.10
H 0.482 4.739 8.668 0.0 -0.1 -0.1 0.05
N 0.847 0.104 -4.575 0.4 -5.9 2.8 0.05
H -2.058 -3.366 9.713 0.0 0.1 0.0 0.06
C 0.850 -7.218 -3.725 0.0 0.1 -0.1 -0.26
C -1.455 2.158 -4.267 0.4 -1.4 -0.8 -0.18
C 4.987 -3.512 -6.169 0.0 -0.9 -1.7 -0.25
H -5.082 1.045 -2.083 2.2 0.6 -0.6 0.09
H 0.777 3.020 -0.886 -1.6 1.4 1.3 0.08
H -1.903 3.035 -6.323 0.2 -2.4 0.8 0.12
C -5.402 2.518 3.412 0.0 -0.1 0.1 -0.26
C 1.260 1.222 4.236 0.0 0.1 0.1 -0.26
H 0.289 0.793 3.975 0.1 0.2 0.0 0.06
S -6.363 2.524 1.879 0.0 -0.3 0.1 0.81
H -0.315 2.473 -4.257 -2.4 -0.5 0.2 0.11
N 0.719 -2.899 -3.117 1.1 6.3 -3.6 0.10
H -1.109 2.256 9.688 0.0 0.0 -0.1 0.05
H -6.012 2.135 4.233 0.0 0.0 -0.1 0.06
H 3.697 3.758 3.167 -0.2 -0.1 0.0 0.04
O 3.083 1.149 -6.448 0.7 -1.0 4.1 -0.35
C 6.967 -2.267 -5.456 1.3 0.5 -0.2 -0.14
O -2.180 2.577 -0.977 -0.5 2.3 -1.1 -0.22
H 2.716 -3.325 -6.311 1.7 -1.1 1.4 0.11
C -1.868 1.942 -5.859 0.2 0.8 0.6 -0.27
H -0.737 0.061 8.601 -0.2 -0.2 -0.1 0.01
H 0.069 -7.942 -3.477 0.1 0.1 0.1 0.05
H 4.510 4.765 -1.538 0.1 -0.2 0.0 0.05
C -1.714 -2.220 -2.158 -1.3 1.9 -0.3 -0.11
C -0.304 -0.377 -3.740 -0.5 0.0 0.2 -0.08
H 2.984 -9.053 -3.559 0.0 0.1 0.1 0.06
H -3.811 3.769 -1.899 0.7 -2.4 0.8 0.13
O -1.890 -0.893 11.159 -0.2 -0.1 -0.6 -0.57
H -1.586 -1.133 7.585 0.0 0.1 0.1 0.06
H -0.416 -1.678 8.826 -0.1 0.0 0.1 0.06
H -5.066 3.533 3.636 0.0 -0.1 -0.1 0.05
H -7.272 4.574 2.749 0.0 -0.1 -0.1 0.05
H 6.231 4.349 -1.334 -0.1 -0.1 0.0 0.05
H -8.433 3.712 1.707 0.2 -0.1 0.0 0.05
O -0.663 1.836 6.885 0.0 0.4 0.4 -0.57
H 3.061 1.810 -5.671 -0.3 -1.0 -1.8 0.06
H -3.316 0.365 -5.689 0.0 1.4 -0.1 0.07
H 3.402 -9.061 -1.825 -0.1 0.1 -0.1 0.05
H -1.004 1.304 -6.370 -2.2 1.3 1.0 0.12
H -4.809 -4.019 -0.421 1.0 1.9 1.3 0.05
H 1.194 1.696 5.218 -0.1 0.0 -0.1 0.03
H -1.795 3.908 9.595 0.0 -0.1 -0.1 0.05
H 7.119 1.922 -1.102 -0.1 0.0 0.0 0.05
C 5.207 4.044 -1.105 0.0 0.1 0.1 -0.26
H -2.479 -4.123 -1.984 1.2 1.2 0.6 0.11
O -1.760 -3.584 -1.533 -0.8 2.4 -2.1 -0.12
C 2.605 -8.876 -2.549 0.1 -0.1 -0.1 -0.27
H -0.032 3.670 0.790 0.1 0.0 -2.3 0.05
S 1.701 2.452 2.985 -0.3 0.1 0.0 0.81
H 2.951 -4.376 -3.445 0.5 2.5 -1.2 0.08
N -3.250 1.346 -6.039 1.1 0.3 0.1 -0.05
C 3.254 2.957 3.763 0.1 0.1 0.1 -0.27
H -4.268 2.018 -3.484 0.7 -1.6 2.1 0.09
C -7.684 3.595 2.495 -0.2 -0.1 0.0 -0.27
C -1.703 2.947 9.084 0.0 -0.1 0.1 -0.27
C -1.434 3.842 -1.131 1.5 1.1 0.2 -0.26
H 3.328 -5.036 -5.776 0.3 2.6 0.9 0.12
H 3.940 2.107 3.793 -0.1 0.0 0.0 0.05
O 6.035 -3.367 -5.147 -0.5 2.0 -1.3 -0.25
```
Positions in Å, forces in eV/Å.

Its highest occupied orbital energy is -7.39 eV. For the HOMO-LUMO gap, the calculation gives 0.2386 Eh. Its total energy is -145841.9608 eV. As for the LUMO energy: -0.0328 Ha.

***

No. 2
Entry from OMol25: C8F6GaN2O9S3 as an isolated structure at a distorted geometry (ωB97M-V/def2-TZVPD).

The geometry in XYZ format:
```
29
Properties=species:S:1:pos:R:3:forces:R:3:nbo_charge:R:1
S 0.336 -3.334 -1.249 0.2 0.0 -0.4 -0.23
O -2.889 -2.497 2.198 1.0 1.0 -0.4 -0.89
F -0.225 0.637 3.175 -0.1 -0.2 0.0 -0.29
C 2.503 1.916 -2.061 -0.6 0.3 -0.6 0.39
C -3.154 -2.136 -0.320 1.2 0.9 0.0 0.74
S -2.251 -1.619 1.245 -1.1 -1.9 -0.1 2.27
C 3.091 2.703 -0.882 0.3 -0.8 0.3 0.41
C -0.792 1.624 2.519 0.2 0.4 -0.9 0.75
O -0.854 -1.946 0.879 -0.2 0.2 0.4 -1.01
O 1.748 -0.395 0.643 0.4 0.5 -0.5 -0.82
O 3.468 3.835 -0.926 0.1 0.1 0.2 -0.48
C 3.046 1.748 0.378 -0.5 0.5 -0.4 0.40
O -2.415 2.229 0.590 -0.9 0.7 -0.1 -0.88
F -4.442 -2.008 -0.203 -1.1 0.0 0.3 -0.30
O 1.141 -0.222 -1.949 0.1 0.8 0.0 -0.80
F 0.133 2.535 2.203 -0.2 -0.2 0.1 -0.30
C 1.905 0.730 -1.427 0.0 -1.0 0.3 0.21
S -1.663 1.103 0.963 0.7 -2.0 0.0 2.28
O -0.716 0.612 -0.020 0.4 0.2 -0.2 -0.97
O 2.476 2.285 -3.221 0.1 -0.4 0.9 -0.51
C 2.244 0.615 -0.082 -0.4 -0.3 -0.1 0.20
N 1.913 -3.253 -3.623 0.3 0.0 -0.4 -0.35
Ga 0.477 -1.220 -0.490 0.5 0.5 0.2 1.77
O 3.479 1.983 1.478 0.2 0.0 -0.1 -0.52
C 1.297 -3.223 -2.655 -0.4 -0.1 0.6 0.07
N -2.512 -0.133 1.511 -0.5 1.0 0.2 -1.22
F -2.841 -3.392 -0.571 0.0 -0.3 -0.1 -0.30
F -1.744 2.185 3.246 0.0 0.1 0.6 -0.30
F -2.759 -1.364 -1.349 0.2 -0.1 0.0 -0.32
```
Positions in Å, forces in eV/Å.

The charge is -1. Its highest occupied orbital energy is -6.08 eV. For the HOMO-LUMO gap, the calculation gives 0.3093 Eh. Its total energy is -130893.2433 eV. As for the LUMO energy: 0.0858 Ha.

***

No. 3
Entry from OMol25: C78H63N11O3P2S4Se2Y as an isolated structure at a distorted geometry (ωB97M-V/def2-TZVPD).

The geometry in XYZ format:
```
164
Properties=species:S:1:pos:R:3:forces:R:3:lowdin_charge:R:1
H -2.101 -4.097 -2.215 0.0 0.0 -0.1 0.07
C 2.923 0.449 -2.672 -0.1 -0.3 -0.1 -0.39
C 2.499 -2.481 -5.089 0.1 0.1 -0.1 -0.13
H 0.858 1.584 5.115 0.0 0.0 0.0 0.12
H -1.167 -4.338 -0.884 0.1 0.0 0.0 0.07
C 4.496 -4.056 2.617 0.0 0.0 0.0 -0.06
N 1.091 -0.331 -1.740 0.6 0.2 -0.6 -0.16
H 7.695 -0.392 -0.596 0.0 0.0 0.0 0.10
C -2.993 -3.533 -0.484 -0.1 -0.1 0.3 -0.34
P 4.237 1.200 -3.664 0.1 0.0 0.0 0.52
C 7.728 1.752 -0.749 0.0 0.0 0.0 -0.08
C -6.805 2.646 1.433 -0.1 0.0 0.0 0.00
C -3.961 -0.513 -2.632 -0.1 0.0 0.0 -0.14
C -5.210 -2.923 1.085 0.0 0.3 0.1 -0.24
C 6.139 0.342 -1.872 0.0 0.1 0.0 -0.12
H -6.382 -3.472 -0.617 0.0 0.0 0.0 0.13
H -7.357 1.563 -2.220 0.0 0.0 0.0 0.11
H -1.360 2.801 -0.641 0.0 0.1 0.0 0.11
H 3.487 5.148 -6.521 0.0 0.0 0.0 0.11
N 2.991 0.603 -1.330 0.0 0.3 0.0 0.02
C 0.180 1.089 -4.918 0.0 -0.2 -0.1 -0.32
C -3.935 -2.819 1.611 -0.1 -0.1 0.0 -0.06
H 4.980 -4.810 3.223 0.0 0.0 0.0 0.11
C 3.790 3.419 -5.287 0.0 0.1 0.1 -0.11
H 6.339 -3.275 1.860 0.0 0.0 0.0 0.11
C 0.787 1.826 -5.928 0.1 0.0 0.1 -0.08
N 1.889 0.155 -0.799 -0.1 0.0 0.1 -0.06
C 4.849 -0.430 5.068 0.1 0.0 0.0 -0.05
C -0.729 3.645 -5.505 0.0 0.0 0.0 -0.06
C 0.178 -4.454 2.208 0.0 0.1 0.2 -0.34
H -3.178 3.912 4.641 0.0 0.0 0.0 0.11
N 0.206 -1.955 2.910 0.2 -0.1 -0.1 -0.35
C 1.733 -1.438 -5.609 0.0 0.0 0.1 -0.41
C 2.408 -2.037 -7.828 0.0 0.0 0.0 -0.06
H 3.840 -4.083 -5.539 0.0 0.0 0.0 0.11
H -0.337 -3.862 4.203 0.0 -0.1 0.0 0.09
H 7.556 3.854 -1.127 0.0 0.0 0.0 0.11
H 5.278 1.118 3.643 0.0 0.0 0.0 0.12
C -1.152 -1.154 5.322 -0.1 -0.2 -0.2 -0.06
C 1.665 -1.229 -6.981 -0.1 0.0 0.0 -0.09
C 7.150 2.870 -1.327 0.0 0.0 0.0 -0.07
N -5.130 0.556 -1.121 -0.1 -0.1 0.0 0.03
C 5.547 1.469 -2.440 0.0 0.0 -0.1 -0.36
H -0.122 -7.553 0.911 0.0 0.0 0.0 0.12
H -1.097 4.633 -5.752 0.0 0.0 0.0 0.11
C 6.059 2.732 -2.177 -0.1 0.0 0.0 -0.07
H -3.594 -0.962 -3.538 0.0 0.0 0.0 0.05
H 1.768 5.331 -2.603 0.0 0.0 0.0 0.08
C -3.990 0.096 -0.569 0.0 0.0 -0.1 -0.12
H 5.841 -0.409 5.501 0.0 0.0 0.0 0.12
C -5.380 -3.378 -0.217 0.0 -0.1 0.0 -0.03
S -0.615 1.171 1.455 0.1 0.0 0.2 0.80
O -7.073 -1.230 1.056 0.0 0.1 0.0 -0.34
C 2.636 -1.357 5.009 0.0 0.0 0.0 -0.06
C 3.902 -1.321 5.563 0.0 0.0 0.0 -0.05
H 1.199 6.219 -0.175 0.0 0.0 0.0 0.11
C -2.002 2.742 3.294 0.1 0.0 0.0 -0.05
H 1.502 2.909 2.532 0.0 0.1 0.0 0.10
C 2.336 4.794 -3.353 0.0 0.0 0.0 -0.07
H 1.030 -0.460 -7.397 0.0 0.0 0.0 0.10
N -3.239 -0.538 -1.450 -0.2 0.0 -0.3 -0.04
C -1.315 2.922 -4.473 0.0 0.0 0.0 -0.07
S -6.600 -2.234 2.000 0.1 0.1 -0.2 0.42
C 2.344 -0.493 3.961 0.0 -0.1 -0.2 -0.32
H -2.136 3.347 -3.908 0.0 0.0 0.0 0.11
Se 4.956 0.147 -5.329 -0.2 0.0 0.0 0.36
H 2.514 -4.648 3.191 0.0 0.0 0.0 0.11
H 3.004 1.047 2.628 0.1 -0.1 0.0 0.11
H -3.721 0.255 0.458 0.0 0.0 0.0 0.10
H -1.920 0.477 8.184 0.0 0.0 0.0 0.12
C -4.276 -3.692 -0.993 0.0 0.0 -0.2 -0.03
C -2.825 -3.114 0.833 -0.1 -0.1 -0.2 -0.07
C -6.089 1.403 -0.488 -0.1 0.0 0.1 -0.16
H -1.339 1.082 -3.390 -0.1 -0.1 0.0 0.06
C -7.891 3.141 0.714 0.0 0.0 0.0 -0.22
Se -0.909 -1.847 -3.886 0.1 0.1 -0.1 0.43
C -0.863 1.648 -4.179 0.0 0.0 -0.2 -0.10
C -3.960 0.767 3.624 0.0 0.0 0.1 -0.05
P 0.740 -0.561 -4.405 0.0 0.3 -0.1 0.66
H -1.075 -6.143 4.843 0.0 0.0 0.0 0.12
H 5.241 -1.554 0.445 0.0 0.0 0.0 0.10
H 2.197 6.368 -4.804 0.0 0.0 0.0 0.11
C 3.190 -3.058 -7.311 0.0 0.0 0.0 -0.06
H 0.622 -5.268 0.276 0.0 0.0 0.0 0.12
C 2.828 3.529 -3.074 0.0 0.0 -0.1 -0.08
H -5.916 0.368 -3.134 0.0 0.0 0.1 0.12
H -1.837 -3.032 1.252 0.1 0.0 0.1 0.05
H 1.876 -2.028 5.392 0.1 0.0 0.0 0.12
C 4.537 0.428 4.024 0.0 0.0 0.0 -0.05
C -0.150 4.591 -0.536 0.0 0.0 0.0 -0.06
H -1.402 -2.043 4.755 0.0 0.1 0.0 0.10
H 3.767 -3.685 -7.979 0.0 0.0 0.0 0.11
C 3.301 4.691 -5.558 0.0 0.0 0.0 -0.08
Y -0.923 -1.261 -1.056 -0.7 -1.2 -0.4 1.13
C -1.910 1.524 2.635 0.1 0.1 -0.1 -0.30
H 5.613 3.605 -2.636 0.0 0.0 0.0 0.10
H -8.935 3.099 -1.159 0.0 0.0 0.0 0.13
S 0.682 -0.545 3.330 0.0 0.1 0.0 0.89
C 0.118 0.905 5.524 0.0 0.0 -0.1 -0.06
H -5.101 1.385 1.428 0.0 0.0 0.0 0.09
C -0.284 -4.679 3.497 0.0 0.0 -0.1 -0.06
H 2.765 -1.390 0.410 0.0 0.0 0.0 0.07
H -4.917 2.175 4.925 0.0 0.0 0.0 0.12
H 2.656 3.072 -2.104 0.0 0.1 0.0 0.10
C -5.912 1.784 0.836 0.1 -0.1 0.0 0.01
C 1.710 -0.190 -2.939 0.0 0.2 0.2 -0.39
H 2.533 -2.645 -4.019 0.0 0.0 0.0 0.11
C -3.089 2.963 4.127 0.0 0.0 0.0 -0.05
H -0.954 -7.982 3.199 0.0 0.0 0.0 0.12
H -1.257 3.512 3.147 0.0 0.0 0.0 0.11
C -1.437 0.269 7.238 0.0 0.0 0.0 -0.04
H -0.245 2.061 7.283 0.0 0.0 0.0 0.12
N 0.672 0.649 2.347 -0.3 0.0 0.1 -0.35
O -5.968 -1.666 3.191 0.0 0.0 0.0 -0.38
C -8.800 4.073 1.321 -0.1 0.1 0.1 -0.18
H -6.673 2.927 2.469 0.0 0.0 0.0 0.12
H -0.608 5.056 -1.400 0.0 0.0 0.0 0.11
C -0.635 -6.987 2.919 0.0 0.0 0.0 -0.05
H 0.789 3.671 -7.016 0.0 0.0 0.0 0.11
H -2.769 -0.403 2.259 -0.1 0.0 0.0 0.09
C -0.219 -0.257 4.838 -0.1 0.1 -0.1 -0.32
C 0.323 3.101 -6.223 0.0 0.0 0.0 -0.07
C 0.867 5.241 0.152 0.0 0.0 0.0 -0.07
C -0.497 1.164 6.734 0.0 0.0 0.0 -0.04
H 2.265 5.150 1.781 0.0 0.0 0.0 0.11
O -7.512 -3.321 2.253 0.0 -0.1 0.0 -0.32
C 1.041 3.397 1.685 0.0 0.0 0.0 -0.07
C 3.272 0.399 3.453 -0.1 0.0 -0.1 -0.05
H 4.147 -1.981 6.384 0.0 0.0 0.0 0.12
C -0.581 3.343 -0.117 0.0 -0.1 0.0 -0.05
C 2.519 -2.995 1.805 -0.1 -0.1 0.1 -0.30
C 2.577 5.375 -4.592 0.0 0.0 -0.1 -0.08
N -1.835 -3.715 -1.317 -0.3 0.3 0.1 0.01
C 1.465 4.646 1.255 0.0 0.0 0.0 -0.05
C 0.018 2.766 0.991 0.2 -0.1 0.1 -0.32
C 3.558 2.842 -4.045 0.0 0.0 0.1 -0.36
N -1.116 0.389 0.331 0.0 0.5 0.7 -0.38
H 8.581 1.863 -0.091 0.0 0.0 0.0 0.10
C -5.124 0.155 -2.442 0.1 0.0 0.0 -0.02
H 2.369 -1.866 -8.896 0.0 0.0 0.0 0.11
H 1.634 1.423 -6.467 0.0 0.0 0.0 0.10
C 7.224 0.485 -1.025 0.0 0.0 0.0 -0.08
S 0.745 -2.863 1.636 0.3 0.1 0.0 0.78
H 4.359 2.867 -6.026 0.0 0.0 0.0 0.07
C -4.063 1.985 4.287 0.0 0.0 0.0 -0.05
N -9.517 4.836 1.795 0.1 -0.1 0.0 0.16
C 3.266 -2.127 1.026 -0.1 0.1 -0.1 -0.06
H -4.404 -4.036 -2.015 0.0 0.0 0.0 0.12
H -4.734 0.010 3.709 0.0 -0.1 0.0 0.09
C -0.166 -6.748 1.633 0.0 0.0 0.0 -0.05
C 0.244 -5.476 1.272 0.0 0.1 -0.1 -0.07
C 5.259 -3.191 1.841 0.0 0.0 0.0 -0.05
C 3.113 -3.964 2.603 0.0 0.0 0.1 -0.06
C -1.765 -0.881 6.536 -0.1 0.0 0.1 -0.04
C -8.081 2.738 -0.603 0.0 0.0 0.0 0.00
H -3.842 -2.491 2.640 0.1 0.0 0.0 0.10
H -2.505 -1.566 6.928 0.0 0.0 0.0 0.12
C 4.647 -2.229 1.048 0.1 0.0 0.1 -0.04
C -2.874 0.536 2.793 0.1 -0.1 0.0 -0.10
C -7.181 1.873 -1.200 0.0 -0.1 -0.1 0.01
C -0.697 -5.956 3.847 0.0 0.0 0.0 -0.04
N 0.341 -2.521 0.276 0.3 -0.2 0.6 -0.37
C 3.227 -3.288 -5.942 0.1 0.0 0.0 -0.07
H 5.756 -0.642 -2.118 0.0 0.0 0.0 0.10
```
Positions in Å, forces in eV/Å.

The charge is +1. Its highest occupied orbital energy is -9.75 eV. The energy relative to the best compared isomer or geometry (same formula, charge and spin) is 0.0 kcal per mole. For the HOMO-LUMO gap, the calculation gives 0.2612 Eh. Its total energy is -298091.0329 eV. As for the LUMO energy: -0.0971 Ha.

***

No. 4
Entry from OMol25: an isolated ion of composition C4H12N3 and charge +1 at a distorted geometry (ωB97M-V/def2-TZVPD).

The geometry in XYZ format:
```
19
Properties=species:S:1:pos:R:3:forces:R:3:nbo_charge:R:1
H -2.676 -1.896 1.302 -0.2 0.1 0.0 0.40
N 1.970 1.348 0.368 -0.3 -0.7 -0.1 -0.87
C 2.075 0.109 -0.451 -0.3 0.5 -0.7 -0.22
H -1.357 1.629 -0.190 0.2 -0.2 -0.4 0.43
C -1.284 -1.266 0.017 -0.3 0.2 -0.6 0.02
H 2.346 1.171 1.288 0.2 0.2 0.1 0.39
C 0.744 -0.284 -1.133 0.4 -0.3 0.5 -0.46
H 2.778 0.284 -1.262 0.3 -0.2 0.1 0.21
H 2.505 2.083 -0.064 0.1 0.2 0.1 0.40
N -0.729 1.037 0.354 0.3 0.5 1.1 -0.74
H -1.150 -2.159 -0.592 0.2 -0.3 0.6 0.21
H 0.921 -1.280 -1.530 -0.3 -0.2 0.0 0.25
H 0.498 0.314 -2.013 0.2 0.4 0.1 0.23
H -1.199 0.936 1.255 -0.1 -0.2 0.1 0.45
H 0.218 1.510 0.499 0.0 0.0 -0.1 0.47
H -3.254 -0.886 0.150 -0.1 0.0 0.1 0.39
C -0.417 -0.288 -0.186 -0.5 0.0 -1.1 0.10
N -2.471 -1.054 0.773 0.5 -0.3 0.1 -0.87
H 2.421 -0.742 0.135 0.0 0.2 0.1 0.21
```
Positions in Å, forces in eV/Å.

The charge is +1. As for the SMILES: N/C=C(\[NH3+])CCN. Its highest occupied orbital energy is -13.69 eV. The energy relative to the best compared isomer or geometry (same formula, charge and spin) is 30.8 kcal per mole. For the HOMO-LUMO gap, the calculation gives 0.3931 Eh. Its total energy is -8806.3972 eV. As for the LUMO energy: -0.1101 Ha.